one.
ORCA calculation (ωB97M-V/def2-TZVPD) on 10 unconnected molecules or ions with the total composition C37H108F3N9O12S.

highest occupied orbital energy: -22.697 eV
charge: +8
multiplicity: 1
lowest unoccupied orbital energy: -15.194 eV
HOMO-LUMO gap: 7.50 eV

XYZ file:
```
170
Properties=species:S:1:pos:R:3:mulliken_charge:R:1
C 2.146 -5.279 -5.272 -1.4441
C 1.147 -4.577 -4.339 0.2459
C 0.738 -3.183 -4.745 -0.9503
O -0.224 -2.567 -3.885 -0.0876
C -1.148 -1.755 -4.634 -0.8080
N -0.061 -5.515 -4.345 -0.2638
H -0.661 -5.483 -5.178 0.3855
H 0.165 -6.503 -4.204 0.4057
H -0.698 -5.263 -3.582 0.2382
H 1.848 -5.423 -6.308 0.4261
H 2.573 -6.150 -4.777 0.4426
H 3.001 -4.593 -5.267 0.3870
H 1.627 -4.754 -3.376 0.2050
H 0.299 -3.252 -5.747 0.5588
H 1.584 -2.498 -4.837 0.3883
H -1.752 -1.100 -4.009 0.1485
H -1.761 -2.430 -5.230 0.3803
H -0.592 -1.081 -5.291 0.3846
C -5.092 -3.867 1.155 -0.9120
C -6.113 -3.830 2.321 0.0300
C -7.242 -2.915 1.854 -0.5786
O -7.856 -3.479 0.740 -0.3342
C -9.183 -3.054 0.474 -0.7707
N -6.618 -5.243 2.467 -0.2872
H -5.958 -5.898 2.896 0.3282
H -7.480 -5.315 3.023 0.3757
H -6.843 -5.679 1.565 0.3848
H -5.546 -4.319 0.265 0.4433
H -4.257 -4.567 1.277 0.1188
H -4.800 -2.890 0.780 0.2003
H -5.599 -3.590 3.248 0.3561
H -6.884 -1.905 1.641 0.2595
H -7.915 -2.852 2.721 0.5336
H -9.847 -3.327 1.299 0.3780
H -9.464 -3.588 -0.430 0.2832
H -9.257 -1.970 0.339 0.2298
C 8.871 4.547 4.742 -1.5050
C 8.296 3.853 3.523 0.1327
C 6.797 3.517 3.674 -0.8218
O 6.229 2.969 2.460 -0.4381
C 4.840 3.132 2.333 -0.9446
N 8.357 4.708 2.265 -0.1694
H 9.279 5.152 2.270 0.3869
H 8.192 4.109 1.452 0.3324
H 7.560 5.341 2.168 0.3241
H 9.913 4.813 4.513 0.4630
H 9.050 3.984 5.655 0.3953
H 8.410 5.517 4.934 0.4018
H 8.915 2.991 3.279 0.2505
H 6.162 4.349 3.994 0.6028
H 6.632 2.737 4.422 0.3959
H 4.516 2.630 1.417 0.1679
H 4.591 4.185 2.166 0.5586
H 4.242 2.715 3.151 0.3996
C -1.942 3.836 -5.533 -1.3947
C -0.462 4.269 -5.476 0.0850
C 0.389 3.304 -4.634 -0.0379
O 1.685 3.848 -4.680 -0.3909
C 2.686 3.182 -3.963 -0.6298
N 0.063 4.291 -6.925 -0.3093
H 1.084 4.408 -6.916 0.3500
H -0.206 3.502 -7.515 0.3492
H -0.227 5.134 -7.438 0.3850
H -2.508 4.395 -6.277 0.4423
H -2.468 3.854 -4.583 0.2338
H -1.914 2.805 -5.907 0.3550
H -0.506 5.340 -5.283 0.3744
H 0.424 2.360 -5.190 0.3598
H -0.102 3.306 -3.661 0.0811
H 2.910 2.196 -4.400 0.3234
H 2.495 3.081 -2.893 0.0908
H 3.667 3.635 -4.108 0.3611
C 4.582 -1.265 2.752 -1.2004
C 5.953 -0.833 2.230 0.2918
C 6.968 -0.481 3.302 -0.7530
O 8.167 -0.027 2.726 -0.4105
C 9.271 0.063 3.615 -0.8162
N 6.577 -1.949 1.390 -0.2230
H 6.591 -2.802 1.955 0.3822
H 6.000 -2.129 0.571 0.3129
H 7.541 -1.709 1.131 0.3624
H 4.390 -0.779 3.709 0.4020
H 4.574 -2.337 2.969 0.4930
H 3.780 -1.032 2.054 0.0505
H 5.888 -0.031 1.492 0.3049
H 7.290 -1.347 3.897 0.6276
H 6.458 0.204 3.989 0.1979
H 9.329 -0.846 4.228 0.3642
H 9.395 0.846 4.369 0.2925
H 10.134 0.040 2.953 0.3588
C 0.930 6.587 4.304 -1.2260
C 0.523 6.115 2.920 0.2169
C 1.656 6.055 1.865 -0.3952
O 1.105 5.462 0.683 -0.3963
C 1.588 4.160 0.473 -0.2391
N -0.261 4.767 2.937 -0.2750
H 0.365 3.984 3.116 0.2965
H -0.769 4.718 3.827 0.4117
H -0.915 4.752 2.159 0.3467
H 0.530 7.602 4.373 0.3603
H 1.977 6.712 4.578 0.3611
H 0.435 6.068 5.127 0.3833
H -0.245 6.733 2.454 0.3798
H 2.440 5.468 2.352 0.0481
H 1.976 7.066 1.633 0.4401
H 2.633 4.198 0.123 0.3314
H 1.098 3.675 -0.371 -0.1274
H 1.629 3.541 1.377 0.2653
C -0.112 -7.542 0.387 -1.2929
C 0.208 -6.368 1.256 0.3106
C -0.962 -5.923 2.103 -0.7796
O -0.668 -4.737 2.816 -0.2079
C -1.134 -4.769 4.175 -0.8614
N 1.402 -6.611 2.204 -0.2299
H 1.887 -5.766 2.510 0.3001
H 1.084 -7.130 3.030 0.3778
H 2.175 -7.150 1.796 0.4040
H 0.741 -7.997 -0.121 0.4370
H -0.686 -7.116 -0.439 0.3274
H -0.677 -8.333 0.880 0.3576
H 0.589 -5.501 0.708 0.0736
H -1.182 -6.778 2.754 0.6873
H -1.825 -5.729 1.458 0.1279
H -0.981 -3.779 4.604 0.2794
H -0.604 -5.499 4.784 0.3745
H -2.218 -4.895 4.221 0.2990
C -6.395 0.129 -0.618 -1.3031
C -7.057 1.308 -1.282 0.1347
C -6.742 1.533 -2.756 -0.6054
O -7.640 2.546 -3.186 -0.4249
C -7.113 3.447 -4.175 -0.7088
N -8.523 1.452 -1.082 -0.1103
H -8.785 2.371 -1.471 0.4153
H -9.117 0.789 -1.594 0.3832
H -8.855 1.426 -0.114 0.3639
H -5.358 -0.080 -0.878 0.0915
H -6.875 -0.843 -0.778 0.6162
H -6.399 0.338 0.455 0.4216
H -6.601 2.203 -0.849 0.2410
H -6.989 0.654 -3.365 0.4148
H -5.712 1.822 -2.966 0.1957
H -7.859 4.177 -4.478 0.3028
H -6.758 2.859 -5.019 0.3041
H -6.347 4.063 -3.694 0.2726
C -2.042 -2.287 -0.448 -0.9340
C -0.780 -1.943 0.393 0.6304
C 0.243 -1.154 -0.390 -0.7680
O 1.259 -0.725 0.501 -0.2489
C 2.204 0.178 -0.055 -0.3224
N -1.178 -1.103 1.600 0.0264
H -1.681 -0.219 1.305 0.4039
H -1.633 -1.671 2.307 0.3780
H -0.230 -0.836 1.895 0.4748
H -2.529 -2.972 0.250 0.0126
H -1.669 -2.847 -1.306 0.2150
H -2.722 -1.489 -0.732 0.2889
H -0.399 -2.869 0.823 0.0229
H -0.188 -0.393 -1.054 0.4705
H 0.668 -1.830 -1.153 0.2020
H 2.744 -0.225 -0.921 0.3648
H 2.834 0.462 0.787 0.0498
H 1.767 1.097 -0.463 -0.0187
C -2.544 3.043 -1.283 0.3725
F -1.222 2.995 -1.610 -0.1617
F -3.069 4.213 -1.588 -0.1855
F -3.112 2.124 -2.108 -0.2093
S -2.994 2.626 0.503 0.9366
O -2.598 1.229 0.787 -0.8595
O -2.396 3.651 1.349 -0.7691
O -4.430 2.826 0.423 -0.6229
```

two.
ORCA calculation (ωB97M-V/def2-TZVPD) on 10 unconnected molecules or ions with the total composition C37H108F3N9O12S.

highest occupied orbital energy: -22.300 eV
charge: +8
multiplicity: 1
lowest unoccupied orbital energy: -15.520 eV
HOMO-LUMO gap: 6.78 eV

XYZ file:
```
170
Properties=species:S:1:pos:R:3:mulliken_charge:R:1
C 2.189 3.707 -1.969 -1.3597
C 3.257 3.515 -0.865 0.5510
C 3.707 2.036 -0.505 -0.2887
O 4.589 1.793 0.577 -0.4320
C 4.118 1.968 1.877 -0.5110
N 4.624 4.210 -1.290 -0.1584
H 4.450 5.168 -1.558 0.3385
H 5.214 4.138 -0.474 0.3826
H 5.092 3.684 -2.015 0.3482
H 1.825 4.718 -2.151 0.4694
H 1.270 3.128 -1.878 0.3445
H 2.662 3.577 -2.943 0.2441
H 2.950 4.032 0.044 -0.0100
H 4.239 1.556 -1.327 0.2970
H 2.832 1.458 -0.207 0.0321
H 3.872 2.961 2.252 0.2442
H 5.054 1.698 2.365 0.3742
H 3.259 1.331 2.093 0.1113
C -4.823 3.108 3.732 -1.3838
C -4.934 1.647 3.247 -0.0453
C -3.700 1.086 2.487 -0.1905
O -3.882 -0.244 2.125 -0.3523
C -2.745 -0.760 1.363 -0.7903
N -5.397 0.776 4.486 -0.1968
H -5.532 -0.182 4.194 0.2971
H -4.770 0.876 5.272 0.3273
H -6.262 1.203 4.786 0.4019
H -4.428 3.948 3.161 0.3620
H -4.125 3.178 4.566 0.3577
H -5.725 3.545 4.158 0.4334
H -5.796 1.515 2.593 0.2241
H -2.853 1.189 3.165 -0.0221
H -3.437 1.694 1.621 0.5344
H -2.806 -1.801 1.045 0.2321
H -1.876 -0.545 1.985 0.2581
H -2.651 -0.243 0.408 0.5930
C -7.799 -2.095 0.361 -1.4026
C -6.784 -1.100 -0.476 0.5594
C -5.566 -1.800 -1.247 -0.7101
O -4.712 -0.744 -1.771 -0.3983
C -3.524 -1.200 -2.398 -0.6822
N -7.688 -0.397 -1.558 -0.2242
H -7.299 -0.476 -2.487 0.3275
H -8.668 -0.630 -1.629 0.3629
H -7.719 0.586 -1.327 0.3529
H -7.233 -2.651 1.109 0.3650
H -8.389 -2.781 -0.246 0.4359
H -8.602 -1.450 0.717 0.4560
H -6.425 -0.340 0.218 -0.1697
H -6.013 -2.415 -2.029 0.5437
H -5.106 -2.454 -0.506 0.3314
H -2.903 -1.780 -1.714 0.1845
H -2.839 -0.414 -2.716 0.2301
H -3.884 -1.779 -3.249 0.4817
C 2.149 -0.138 -6.426 -1.3904
C 2.684 1.264 -6.872 0.1627
C 1.889 1.817 -8.045 -1.0119
O 2.244 3.176 -8.174 -0.3582
C 2.062 3.879 -9.417 -0.7481
N 2.601 2.263 -5.743 -0.1534
H 2.880 3.221 -5.898 0.4368
H 1.798 2.246 -5.130 0.2231
H 3.381 2.046 -5.140 0.3650
H 2.717 -0.551 -5.593 0.4227
H 2.053 -0.925 -7.174 0.4998
H 1.174 -0.008 -5.957 0.3621
H 3.713 1.134 -7.207 0.3314
H 0.815 1.629 -8.025 0.4499
H 2.099 1.330 -8.997 0.5031
H 0.994 3.852 -9.635 0.3381
H 2.548 3.375 -10.252 0.3161
H 2.385 4.919 -9.463 0.2783
C 4.822 -7.502 -1.983 -1.3532
C 4.401 -6.427 -1.006 -0.0439
C 2.952 -5.752 -1.163 0.2034
O 2.744 -4.887 -0.034 -0.4712
C 1.672 -4.046 -0.132 -0.3605
N 4.544 -6.898 0.453 -0.2395
H 4.080 -7.768 0.672 0.3773
H 5.486 -6.829 0.812 0.3837
H 4.004 -6.309 1.071 0.2631
H 4.047 -8.151 -2.390 0.3715
H 5.805 -7.882 -1.703 0.3822
H 4.974 -6.903 -2.880 0.4007
H 5.148 -5.633 -1.001 0.3702
H 2.175 -6.517 -1.166 0.3518
H 2.892 -5.166 -2.079 -0.2368
H 2.107 -3.265 0.492 0.3342
H 0.847 -4.432 0.468 0.2343
H 1.534 -3.443 -1.029 -0.1158
C 0.657 -3.508 -5.363 -1.7521
C 1.097 -4.426 -4.198 0.4947
C -0.098 -4.874 -3.354 -0.6978
O 0.293 -6.020 -2.446 -0.2947
C -0.788 -6.740 -1.832 -0.8904
N 1.831 -5.502 -4.892 0.0393
H 2.675 -5.016 -5.160 0.4445
H 2.279 -6.224 -4.347 0.2329
H 1.343 -5.854 -5.703 0.3545
H -0.106 -3.911 -6.028 0.4587
H 1.427 -3.211 -6.075 0.5724
H 0.216 -2.687 -4.798 0.3062
H 1.874 -4.012 -3.555 0.0282
H -0.919 -5.070 -4.043 0.6632
H -0.498 -4.076 -2.728 0.2159
H -0.692 -7.482 -1.039 0.3595
H -1.189 -7.281 -2.690 0.3616
H -1.574 -6.015 -1.622 0.2769
C 0.838 8.981 1.310 -1.4801
C 0.194 7.638 1.686 0.2945
C 0.153 6.593 0.487 -0.9585
O -0.402 5.351 0.869 -0.0152
C -1.046 4.606 -0.167 -0.4633
N 1.159 7.049 2.734 -0.2193
H 0.661 6.450 3.377 0.2736
H 1.833 6.469 2.256 0.1961
H 1.563 7.769 3.316 0.4136
H 0.654 9.285 0.280 0.3568
H 1.925 8.906 1.294 0.4460
H 0.605 9.856 1.917 0.4069
H -0.724 7.760 2.261 0.3395
H 1.123 6.504 -0.002 0.4265
H -0.488 6.994 -0.298 0.5294
H -2.026 4.964 -0.480 0.3779
H -1.071 3.573 0.180 -0.0884
H -0.411 4.534 -1.050 0.1922
C -2.638 -2.796 4.163 -1.0186
C -1.408 -3.314 5.034 -0.0625
C -0.076 -2.879 4.330 -0.7641
O -0.136 -1.549 4.035 0.1108
C 0.802 -1.084 3.165 -0.1369
N -1.471 -2.791 6.470 -0.1384
H -0.523 -2.779 6.817 0.3453
H -1.915 -1.910 6.685 0.2520
H -2.152 -3.321 6.995 0.3940
H -2.544 -3.277 3.190 0.2842
H -2.632 -1.713 4.036 0.0504
H -3.599 -3.019 4.628 0.5100
H -1.386 -4.403 5.082 0.3615
H 0.071 -3.513 3.456 0.1896
H 0.826 -3.049 4.919 0.5439
H 0.529 -0.167 2.644 -0.3815
H 1.056 -1.830 2.412 -0.0289
H 1.789 -1.033 3.624 0.4300
C 2.185 1.049 6.762 -1.1975
C 1.224 2.268 6.633 -0.1062
C 1.108 2.903 5.232 -0.8146
O 0.464 2.008 4.186 0.1578
C 0.103 2.801 3.034 -0.4891
N -0.183 1.841 7.162 -0.1400
H -0.901 2.521 6.958 0.3132
H -0.341 0.902 6.825 0.1196
H -0.155 1.688 8.160 0.4427
H 1.788 0.216 6.183 0.1632
H 2.383 0.673 7.766 0.4473
H 3.194 1.348 6.478 0.3951
H 1.444 3.054 7.356 0.4725
H 2.090 3.236 4.895 0.4472
H 0.639 3.873 5.391 0.4469
H -0.387 2.005 2.472 -0.2134
H 1.030 3.152 2.580 0.1761
H -0.747 3.476 3.134 0.4078
C 0.882 -0.487 -2.534 0.1039
F 1.044 -1.819 -2.861 -0.2991
F 2.009 0.023 -2.919 -0.1811
F -0.097 -0.043 -3.230 -0.1847
S 0.442 -0.301 -0.557 0.6957
O -0.577 -1.345 -0.405 -0.4250
O 1.684 -0.551 0.146 -0.5481
O -0.016 1.088 -0.358 -0.2724
```

three.
ORCA calculation (ωB97M-V/def2-TZVPD) on 10 unconnected molecules or ions with the total composition C37H108F3N9O12S.

highest occupied orbital energy: -18.479 eV
charge: +8
multiplicity: 1
lowest unoccupied orbital energy: -10.972 eV
HOMO-LUMO gap: 7.51 eV

XYZ file:
```
170
Properties=species:S:1:pos:R:3:mulliken_charge:R:1
C 4.081 13.252 13.715 -1.3240
C 4.820 14.307 12.892 0.1795
C 3.960 15.492 12.288 -0.7665
O 4.782 16.286 11.520 -0.3315
C 4.244 17.502 10.976 -0.7070
N 6.049 14.844 13.644 -0.2788
H 5.812 15.386 14.463 0.3597
H 6.682 14.166 14.045 0.3735
H 6.620 15.427 13.048 0.3487
H 3.183 13.001 13.151 0.3689
H 3.811 13.607 14.710 0.3982
H 4.791 12.446 13.899 0.4032
H 5.192 13.859 11.971 0.2512
H 3.422 15.949 13.119 0.4674
H 3.189 15.009 11.687 0.3937
H 3.744 17.992 11.811 0.3202
H 3.509 17.292 10.198 0.2828
H 5.013 18.143 10.545 0.2610
C 0.711 23.491 13.840 -1.3442
C 0.204 23.057 12.431 0.0498
C -0.617 21.718 12.540 -0.6581
O -0.906 21.306 11.194 -0.3089
C -1.471 19.996 10.979 -0.7676
N -0.672 24.244 12.008 -0.2715
H -0.977 24.168 11.048 0.3370
H -1.513 24.099 12.549 0.3805
H -0.274 25.162 12.145 0.3482
H 1.222 24.453 13.808 0.4209
H 1.330 22.702 14.269 0.3795
H -0.071 23.551 14.596 0.4085
H 1.010 22.929 11.708 0.2790
H -1.520 21.926 13.113 0.4184
H -0.079 20.946 13.090 0.4211
H -1.615 19.770 9.922 0.2676
H -2.482 20.200 11.333 0.3456
H -1.094 19.168 11.579 0.2942
C 4.242 18.876 -3.934 -1.5296
C 5.497 19.563 -3.511 0.3980
C 6.090 18.964 -2.219 -0.7950
O 7.277 19.673 -1.785 -0.3516
C 7.852 18.902 -0.635 -0.7106
N 6.459 19.616 -4.733 -0.3177
H 6.125 20.264 -5.432 0.3694
H 7.397 19.922 -4.519 0.3465
H 6.522 18.809 -5.337 0.3591
H 3.394 18.865 -3.250 0.3911
H 4.409 17.881 -4.346 0.3892
H 3.659 19.490 -4.620 0.4372
H 5.172 20.601 -3.441 0.2535
H 6.351 17.933 -2.457 0.3836
H 5.355 18.894 -1.417 0.4620
H 7.100 18.959 0.152 0.3199
H 8.695 19.461 -0.227 0.3022
H 8.084 17.862 -0.861 0.2936
C 6.051 12.754 5.106 -1.3637
C 5.847 12.098 3.703 0.1485
C 7.073 12.118 2.825 -0.7817
O 6.939 11.423 1.546 -0.3106
C 8.140 11.170 0.832 -0.7053
N 5.416 10.630 3.882 -0.2805
H 6.160 9.964 4.032 0.3477
H 4.810 10.568 4.687 0.3415
H 4.974 10.322 3.028 0.3583
H 5.170 12.886 5.734 0.4173
H 6.308 13.796 4.918 0.3891
H 6.740 12.123 5.669 0.4176
H 5.007 12.506 3.140 0.3003
H 7.963 11.762 3.344 0.4549
H 7.214 13.189 2.676 0.4062
H 8.863 10.523 1.329 0.3313
H 8.571 12.145 0.605 0.3145
H 7.885 10.654 -0.093 0.2144
C 3.123 9.704 -3.274 -1.4441
C 3.915 8.414 -3.535 0.3422
C 3.173 7.131 -3.833 -0.7797
O 4.104 6.156 -4.264 -0.3306
C 3.486 4.950 -4.687 -0.7273
N 4.876 8.676 -4.710 -0.2897
H 5.597 7.980 -4.836 0.3488
H 4.404 8.859 -5.584 0.3420
H 5.421 9.508 -4.532 0.3642
H 2.599 10.142 -4.123 0.3877
H 3.688 10.527 -2.836 0.4071
H 2.375 9.531 -2.500 0.3754
H 4.539 8.211 -2.664 0.2532
H 2.508 7.406 -4.652 0.3993
H 2.579 6.819 -2.973 0.4446
H 2.833 5.095 -5.548 0.3241
H 2.893 4.549 -3.865 0.3113
H 4.231 4.195 -4.937 0.2711
C -2.369 23.369 -4.476 -1.5018
C -3.618 22.596 -4.316 0.2762
C -3.909 22.124 -2.864 -0.7779
O -5.222 21.536 -2.779 -0.3411
C -5.417 20.897 -1.510 -0.6981
N -4.783 23.441 -4.772 -0.2812
H -5.186 23.975 -4.015 0.3508
H -4.565 24.173 -5.433 0.3552
H -5.503 22.894 -5.220 0.3480
H -1.522 22.840 -4.039 0.3871
H -2.332 24.345 -3.994 0.4248
H -2.161 23.479 -5.541 0.4208
H -3.664 21.792 -5.051 0.2379
H -3.787 22.923 -2.132 0.4311
H -3.216 21.335 -2.572 0.4886
H -5.588 21.599 -0.694 0.3039
H -4.511 20.342 -1.264 0.3028
H -6.300 20.258 -1.533 0.2731
C -3.178 16.312 -9.644 -1.4368
C -3.354 15.668 -8.251 0.2793
C -2.350 16.245 -7.197 -0.6536
O -2.758 16.321 -5.793 -0.3694
C -3.298 15.193 -5.232 -0.8056
N -4.814 15.894 -7.823 -0.2679
H -5.064 16.873 -7.791 0.3440
H -5.339 15.430 -8.551 0.4026
H -5.240 15.546 -6.976 0.2424
H -2.331 15.925 -10.211 0.3664
H -3.106 17.396 -9.565 0.4065
H -4.084 16.113 -10.217 0.4361
H -3.281 14.584 -8.346 0.3217
H -1.982 17.202 -7.568 0.4101
H -1.386 15.743 -7.277 0.4017
H -2.864 14.234 -5.515 0.3465
H -4.371 15.024 -5.318 0.2692
H -3.181 15.129 -4.150 0.3071
C -4.671 11.055 9.198 -1.2818
C -4.652 11.303 7.648 0.2932
C -5.842 12.194 7.082 -0.7676
O -5.732 13.456 7.599 -0.3160
C -6.592 14.405 7.089 -0.7901
N -3.312 11.931 7.191 -0.3405
H -3.029 11.738 6.241 0.3444
H -3.125 12.891 7.441 0.3223
H -2.560 11.458 7.671 0.3652
H -3.688 10.947 9.656 0.3821
H -5.193 10.158 9.530 0.3668
H -5.181 11.831 9.769 0.3221
H -4.638 10.309 7.200 0.3147
H -6.773 11.741 7.423 0.4213
H -5.884 12.172 5.993 0.4555
H -6.236 15.355 7.487 0.2573
H -7.620 14.284 7.430 0.3223
H -6.625 14.519 6.006 0.3287
C 3.586 23.580 2.710 -1.4925
C 2.564 24.630 3.132 0.3238
C 1.651 25.134 1.882 -0.7535
O 0.778 26.154 2.348 -0.3400
C 0.205 26.884 1.332 -0.7218
N 1.718 24.036 4.269 -0.2879
H 0.996 24.708 4.487 0.3639
H 1.249 23.168 4.051 0.3287
H 2.322 23.939 5.073 0.3689
H 3.369 22.854 1.927 0.3620
H 3.938 22.916 3.499 0.4166
H 4.498 24.031 2.319 0.3944
H 3.140 25.465 3.532 0.3079
H 1.103 24.301 1.443 0.4029
H 2.318 25.516 1.109 0.4495
H 1.013 27.500 0.938 0.3211
H -0.569 27.560 1.695 0.2710
H -0.282 26.220 0.617 0.2853
C 0.475 16.786 1.697 0.6072
F 1.241 15.975 1.029 -0.2256
F 0.312 17.939 1.079 -0.2251
F -0.697 16.216 1.891 -0.2389
S 1.268 17.175 3.429 1.0650
O 0.967 16.058 4.282 -0.6457
O 2.676 17.329 3.101 -0.6622
O 0.633 18.459 3.790 -0.6755
```

Most stable structure, least stable structure: three, two.